Molecular formula: C7H10N3O4
Method: DFT, ωB97M-V with the def2-TZVPD basis set

Calculated values
Kohn-Sham gap, eV: 8.64
Energy above the lowest of the compared OMol25 structures with the same formula, charge and spin, kJ/mol: 540.7
Total energy, hartree: -737.46032
Highest occupied orbital energy, eV: -13.0
LUMO energy, eV: -4.39

```
! wB97M-V def2-TZVPD RIJCOSX def2/J DEFGRID3
* xyz 1 1
C -0.334 0.421 -2.373
N 0.144 -0.093 -1.166
C 1.601 -0.109 -1.108
C -0.555 -0.561 -0.182
O -1.878 -0.544 -0.372
C 0.002 -1.377 1.008
C 0.057 -2.646 0.764
O 0.084 -3.765 0.562
C 0.025 -0.815 2.417
N -1.309 -0.940 3.020
C -2.086 -1.877 2.555
N -3.429 -1.976 2.749
O -3.790 -1.268 1.735
O -4.052 -2.658 3.451
H 0.515 0.602 -3.117
H -1.190 -0.319 -2.651
H -0.880 1.432 -2.208
H 1.869 -0.321 -2.225
H 2.057 0.836 -0.745
H 1.989 -0.974 -0.550
H -2.401 -0.630 0.526
H 0.829 -1.315 2.958
H 0.332 0.232 2.222
H -1.526 -0.547 3.919
*
```

These are the natural (NBO) partial charges, in e, on atoms 1 to 8: number 1, C, carries -0.45; number 2, N, carries -0.31; number 3, C, carries -0.43; number 4, C, carries 0.72; number 5, O, carries -0.64; number 6, C, carries -0.48; number 7, C, carries 0.80; number 8, O, carries -0.34